Formula: CH12NO4
Source: the Open Molecules 2025 dataset
Level of theory: the ωB97M-V functional and the def2-TZVPD basis

Each line ends with the Mulliken spin population.
Element x y z (Å)
C -1.55 -1.99 -0.38  0.0034
N -0.42 -1.54 -0.03  0.0207
H -2.02 -2.90 -0.03  0.0021
H -2.13 -1.46 -1.11  0.0015
H -0.05 -0.57 -0.38  -0.0082
H 0.17 -2.09 0.60  0.0007
H 3.20 -0.14 -2.55  -0.0048
H 3.52 -0.96 -1.32  -0.0047
O 2.80 -0.43 -1.72  0.1557
H 1.27 0.74 -1.42  -0.0137
H 0.16 1.61 -0.58  -0.0102
O 0.38 0.72 -1.00  0.4791
H -2.19 -0.21 3.28  -0.0078
H -0.75 -0.80 3.32  -0.0092
O -1.43 -0.44 2.71  0.2794
H -1.22 3.28 0.21  -0.0040
H 0.24 3.82 0.17  -0.0040
O -0.28 3.00 0.22  0.1240

electronic energy	-400.2133	hartree
energy relative to the best compared isomer or geometry (same formula, charge and spin)	44.0	kJ/mol
<S²>	0.7557
multiplicity	2
charge	+2
lowest unoccupied orbital energy (spin up / spin down)	-0.289 / -0.559	Ha

---

Formula: C32H55BN2P3Pt
Source: the Open Molecules 2025 dataset
Level of theory: the ωB97M-V functional and the def2-TZVPD basis

Each line ends with the Mulliken spin population.
Element x y z (Å)
Pt -0.10 -0.55 0.25  1.3804
C -5.27 0.76 -0.18  0.0191
C -4.44 -0.01 -1.21  0.0801
C -5.12 0.12 -2.58  0.0085
C -4.39 -1.50 -0.82  0.0129
P -2.60 0.50 -1.12  0.0829
C -2.06 -0.15 -2.79  -0.0088
N -0.63 -0.28 -2.84  0.0301
B 0.22 -0.70 -1.75  0.0580
N 1.54 -0.72 -2.32  0.0057
C 2.77 -1.04 -1.66  0.0282
P 2.51 -1.06 0.19  0.1251
C 2.56 -2.91 0.56  0.0274
C 1.50 -3.57 -0.33  -0.0237
C 3.91 -3.59 0.35  0.0145
C 2.09 -3.05 2.01  0.0188
C 4.06 -0.12 0.77  0.0705
C 4.15 -0.22 2.29  0.0279
C 5.39 -0.52 0.15  0.0071
C 3.71 1.33 0.40  0.0333
C 1.49 -0.26 -3.60  0.0083
C 2.51 0.00 -4.51  -0.0003
C 2.16 0.57 -5.72  0.0034
C 0.83 0.87 -6.03  0.0028
C -0.19 0.59 -5.15  -0.0005
C 0.13 0.03 -3.92  0.0126
C -2.39 2.38 -1.36  -0.0005
C -3.23 3.01 -2.48  0.0005
C -2.77 3.05 -0.04  0.0198
C -0.90 2.61 -1.66  0.0409
H -6.18 0.21 0.03  0.0009
H -5.55 1.73 -0.56  -0.0003
H -4.74 0.88 0.76  -0.0036
H -6.11 -0.33 -2.50  -0.0004
H -4.60 -0.42 -3.36  0.0001
H -5.25 1.15 -2.88  0.0005
H -5.40 -1.87 -0.64  0.0012
H -3.80 -1.65 0.08  0.0032
H -3.96 -2.10 -1.62  0.0006
H -2.42 0.50 -3.59  -0.0007
H -2.52 -1.14 -2.91  -0.0165
H 3.53 -0.28 -1.91  -0.0068
H 3.15 -2.02 -1.97  0.0004
H 1.83 -3.66 -1.36  -0.0019
H 0.57 -2.97 -0.31  0.0467
H 1.28 -4.56 0.05  0.0002
H 4.34 -3.36 -0.62  0.0008
H 3.77 -4.67 0.41  -0.0033
H 4.62 -3.31 1.12  0.0034
H 1.08 -2.63 2.08  0.0074
H 2.74 -2.54 2.70  -0.0030
H 2.05 -4.10 2.29  0.0009
H 4.43 -1.22 2.60  -0.0009
H 3.20 0.05 2.75  -0.0091
H 4.91 0.47 2.65  0.0011
H 5.75 -1.46 0.54  0.0010
H 6.12 0.25 0.39  0.0032
H 5.35 -0.60 -0.94  -0.0006
H 2.75 1.61 0.83  -0.0099
H 3.65 1.48 -0.68  -0.0004
H 4.47 2.00 0.79  0.0008
H 3.53 -0.23 -4.28  -0.0008
H 2.93 0.81 -6.44  0.0001
H 0.61 1.33 -6.98  0.0001
H -1.21 0.82 -5.42  0.0000
H -4.29 2.93 -2.25  0.0022
H -3.04 2.55 -3.44  0.0000
H -2.98 4.06 -2.56  0.0000
H -3.85 3.05 0.11  0.0011
H -2.44 4.08 -0.04  0.0010
H -2.32 2.53 0.80  -0.0156
H -0.66 2.36 -2.69  0.0035
H -0.26 1.99 -1.01  0.0108
H -0.64 3.65 -1.50  0.0005
C -0.19 1.95 2.33  0.0418
P -0.73 0.19 2.48  -0.1167
C -2.56 0.31 2.65  0.0276
C -0.33 -0.02 4.26  -0.0030
C -0.78 0.95 5.16  -0.0015
C -0.44 0.87 6.50  0.0000
C 0.35 -0.17 6.95  0.0001
C 0.77 -1.15 6.07  0.0001
C 0.43 -1.08 4.73  0.0001
H -0.88 2.63 2.83  0.0022
H -0.12 2.23 1.28  -0.0240
H 0.79 2.05 2.78  0.0046
H -2.87 1.24 3.13  0.0003
H -2.91 -0.54 3.23  0.0013
H -3.02 0.26 1.66  -0.0328
H -1.40 1.77 4.83  0.0002
H -0.78 1.64 7.18  0.0000
H 0.63 -0.22 7.99  0.0000
H 1.38 -1.98 6.43  0.0000
H 0.76 -1.85 4.06  -0.0034

electronic energy	-2529.9235	hartree
energy relative to the best compared isomer or geometry (same formula, charge and spin)	115.9	kJ/mol
<S²>	2.0092
multiplicity	3
charge	+1
lowest unoccupied orbital energy (spin up / spin down)	-0.086 / -0.193	Ha

---

Formula: C6H15NO
Source: the Open Molecules 2025 dataset
Level of theory: the ωB97M-V functional and the def2-TZVPD basis

Each line ends with the Mulliken charge.
Element x y z (Å)
C 0.45 -2.87 1.74  -0.2612
N 0.29 -1.83 2.42  -0.4948
C -0.53 -0.76 1.83  0.1074
C -0.66 0.41 2.79  -1.2229
H 0.00 -3.03 0.75  0.2166
H 1.03 -3.70 2.13  0.2666
H -0.05 -0.44 0.91  -0.0018
H -1.51 -1.16 1.56  0.3446
H -1.25 1.20 2.35  0.3594
H -1.16 0.09 3.71  0.3605
H 0.31 0.82 3.04  0.2964
C -0.32 2.08 -1.03  -0.9336
C 0.76 1.34 -1.82  -0.3941
C 0.21 0.09 -2.48  -0.3053
O 1.26 -0.49 -3.26  -0.5194
H -0.72 1.46 -0.23  0.1233
H 0.08 3.00 -0.63  0.3121
H -1.17 2.36 -1.66  0.3405
H 1.58 1.06 -1.15  0.2757
H 1.17 1.99 -2.58  0.3606
H -0.63 0.36 -3.13  0.2836
H -0.12 -0.62 -1.72  0.1859
H 0.97 -1.36 -3.54  0.2998

electronic energy	-367.5574	hartree
energy relative to the best compared isomer or geometry (same formula, charge and spin)	194.1	kJ/mol
multiplicity	1
charge	0
SMILES	C=NCC.CCCO
lowest unoccupied orbital energy	0.030	Ha

---

Formula: C40H66Br3GeN4O2RbSSi3
Source: the Open Molecules 2025 dataset
Level of theory: the ωB97M-V functional and the def2-TZVPD basis

Each line ends with the Mulliken charge.
Element x y z (Å)
Rb 0.14 -0.28 0.18  1.9756
Br -0.99 -0.54 -4.21  -0.1434
C 0.19 0.85 -3.62  0.9180
Br 1.92 0.16 -3.11  -0.0913
H -0.25 1.36 -2.78  -1.1884
H 0.34 1.54 -4.45  0.4350
C 3.50 3.24 -0.97  -1.4391
N 2.18 2.99 -0.38  0.3091
C 1.80 3.76 0.56  -0.5678
C 0.53 3.64 1.24  0.2903
C 0.26 3.97 2.56  -0.8219
C -0.99 3.41 2.90  -1.1891
C -1.44 2.73 1.78  0.0548
N -0.54 2.89 0.77  0.9691
C 4.65 2.89 -0.06  0.1771
C 4.80 1.57 0.39  0.2315
C 5.84 1.23 1.24  0.1755
C 6.74 2.20 1.68  -0.8901
C 6.60 3.51 1.24  -0.6418
C 5.56 3.85 0.37  -0.5578
H 3.58 4.28 -1.28  0.4764
H 3.56 2.62 -1.87  0.2570
H 2.44 4.57 0.93  0.2979
H 0.93 4.50 3.22  0.4043
H -1.50 3.46 3.85  0.4737
H -2.36 2.19 1.61  0.1500
H 4.09 0.82 0.06  0.5533
H 5.93 0.21 1.59  0.2674
H 7.53 1.94 2.36  0.4191
H 7.30 4.27 1.56  0.3513
H 5.46 4.87 0.03  0.3445
C 5.55 -2.51 6.07  -1.7726
C 6.27 -1.91 4.85  1.9480
C 7.42 -2.85 4.47  -2.1248
C 6.87 -0.55 5.23  -1.6567
C 5.27 -1.74 3.70  0.1567
C 4.15 -0.92 3.87  -0.6636
C 3.24 -0.79 2.85  0.3493
Br 1.77 0.40 3.08  -0.0970
C 3.31 -1.47 1.59  -0.2548
O 2.33 -1.38 0.76  0.1009
C 4.51 -2.22 1.40  0.1674
C 5.41 -2.35 2.46  -0.5339
C 4.92 -2.90 0.07  2.5720
C 6.35 -2.46 -0.30  -1.8220
C 4.04 -2.54 -1.14  -2.0125
C 4.88 -4.42 0.25  -1.9095
H 6.25 -2.63 6.91  0.4527
H 5.13 -3.48 5.83  0.3974
H 4.74 -1.86 6.40  0.3003
H 8.10 -2.96 5.33  0.4528
H 8.00 -2.45 3.63  0.3701
H 7.05 -3.84 4.20  0.3640
H 7.59 -0.65 6.05  0.4704
H 6.09 0.15 5.55  0.3155
H 7.38 -0.11 4.37  0.2499
H 3.98 -0.37 4.79  0.3569
H 6.30 -2.95 2.29  0.2063
H 6.41 -1.37 -0.34  0.2449
H 6.62 -2.86 -1.29  0.5336
H 7.09 -2.82 0.42  0.3402
H 4.03 -1.47 -1.31  0.2090
H 3.01 -2.85 -1.01  0.1696
H 4.45 -3.03 -2.03  0.4871
H 5.54 -4.75 1.06  0.2692
H 5.20 -4.93 -0.67  0.5128
H 3.87 -4.75 0.49  0.2880
O 0.04 -2.29 2.03  -0.6912
H 0.84 -1.91 1.61  -0.1876
H -0.70 -1.77 1.69  0.0623
S -0.78 3.70 -1.66  -0.4795
C -0.80 2.44 -0.58  -0.8631
N 0.39 -5.20 -1.13  0.0073
C -0.42 -5.15 -2.25  -0.8461
C -0.78 -3.84 -2.37  -0.2426
N -0.21 -3.09 -1.36  0.5919
C 0.48 -3.93 -0.63  -0.9932
H 0.81 -6.01 -0.73  0.2046
H -0.66 -6.03 -2.83  0.3903
H -1.42 -3.38 -3.11  0.1667
H 1.03 -3.68 0.26  0.9201
C -6.04 -0.77 3.15  -1.1243
Si -4.18 -0.79 2.68  0.1139
C -3.59 -2.46 3.38  -0.8723
C -3.47 0.52 3.87  -1.0798
Ge -3.32 -0.47 0.46  0.1814
Si -4.89 1.16 -0.36  0.3353
C -6.77 0.83 -0.27  -1.1290
C -4.77 2.90 0.42  -1.1169
C -4.54 1.46 -2.20  -0.9058
Si -4.37 -2.41 -0.49  0.0856
C -3.42 -3.99 0.02  -0.9067
C -4.29 -2.39 -2.40  -0.9370
C -6.18 -2.90 -0.14  -0.9993
H -6.17 -0.96 4.22  0.3184
H -6.60 -1.53 2.60  0.2443
H -6.49 0.20 2.92  0.2602
H -3.80 -2.55 4.45  0.3720
H -2.51 -2.59 3.24  0.1364
H -4.09 -3.28 2.86  0.1941
H -3.71 0.30 4.92  0.4635
H -3.88 1.52 3.64  0.2552
H -2.38 0.60 3.77  0.1384
H -7.09 0.67 0.77  0.1997
H -7.05 -0.07 -0.84  0.2266
H -7.34 1.68 -0.67  0.3945
H -4.81 2.86 1.51  0.2293
H -5.59 3.53 0.07  0.4353
H -3.83 3.38 0.13  0.2736
H -4.58 0.52 -2.77  0.1737
H -3.53 1.87 -2.32  0.0891
H -5.25 2.16 -2.65  0.3312
H -2.38 -3.76 0.29  -0.0812
H -3.41 -4.73 -0.79  0.3997
H -3.89 -4.46 0.90  0.4133
H -3.39 -1.88 -2.75  -0.1541
H -5.15 -1.85 -2.81  0.3378
H -4.30 -3.40 -2.82  0.4453
H -6.34 -3.07 0.93  0.2134
H -6.45 -3.83 -0.67  0.3551
H -6.88 -2.11 -0.46  0.2122

electronic energy	-13023.1202	hartree
energy relative to the best compared isomer or geometry (same formula, charge and spin)	81.9	kJ/mol
multiplicity	1
charge	-2
lowest unoccupied orbital energy	0.130	Ha